Entry 1:
Below is 3 unconnected molecules or ions with the total composition C28H47ClN2O6S, with properties calculated with wB97M-V/def2-TZVPD.

Geometry as XYZ:
```
85
C28H47ClN2O6S (wB97M-V/def2-TZVPD)
Cl -2.0143 0.0821 -4.2702
S 0.8972 2.5452 1.9412
O 0.0574 4.2101 -3.7089
O 0.9455 -1.8173 -0.5444
O 0.9427 -4.7683 -1.7427
O 2.0359 -2.0840 4.8661
O 1.7852 3.0926 -4.5757
O -4.5292 4.9015 2.7125
N -2.8198 0.9213 0.6671
N -0.5414 -0.6136 1.3804
C 3.0419 -3.9101 3.6380
C 0.4076 -1.5531 -3.3443
C 0.6456 -3.0870 0.0099
C 3.0019 1.3574 -3.4090
C -5.7799 5.5517 0.7445
C -0.8237 -0.0582 3.6992
C -2.3672 0.4463 -1.6304
C 0.5586 0.5644 3.8362
C 3.2492 -2.5410 4.2675
C -4.9004 4.4932 1.3931
C -1.5979 -0.1449 -2.6037
C -1.2457 -5.7818 -1.4579
C -3.6610 4.2041 0.5632
C -2.4093 0.7605 1.8935
C 1.5193 -4.1632 -0.6038
C -0.4645 -0.9434 -2.2788
C 2.3165 0.0958 -2.8416
C -0.9205 -0.4662 0.0838
C 0.6973 3.8561 -4.6557
C 0.5510 2.0763 3.6788
C 0.2684 -5.9922 -1.5165
C -0.1513 -1.0964 -0.9399
C 1.3747 -0.4775 -3.8851
C 2.0704 2.5705 -3.2680
C -1.2680 0.0147 2.2649
C -2.0400 0.3023 -0.2660
C 4.3707 -2.5598 5.2946
C 0.3345 4.2043 -6.0667
H 0.7577 0.3144 -4.3019
H 1.1483 2.2986 -2.7648
H -1.7819 -6.6826 -1.7407
H 5.3143 -2.8722 4.8455
H 0.6280 -6.4836 -0.6131
H 3.4822 -1.8153 3.4871
H -0.3390 3.4322 -6.4265
H 2.5368 3.3364 -2.6560
H 1.8003 -4.8928 0.1550
H 1.3095 2.5397 4.2981
H -1.4805 -4.9710 -2.1355
H -3.0514 3.4452 1.0446
H 4.1310 -3.2502 6.1080
H 1.8047 0.3954 -1.9322
H 2.7614 -4.6420 4.4007
H 2.2352 -3.8734 2.9046
H 3.9349 1.5529 -2.8944
H 3.9484 -4.2602 3.1423
H -1.5533 -5.5310 -0.4457
H -6.6634 5.7430 1.3546
H -3.0482 5.1055 0.4626
H -3.9230 3.8528 -0.4351
H -1.5330 0.4495 4.3447
H 0.7903 -3.0777 1.0904
H 0.3279 3.7556 1.9282
H 0.4994 -6.6559 -2.3459
H -0.3978 2.5242 3.9597
H 3.0851 -0.6302 -2.5844
H 1.7970 -2.7040 5.5633
H -2.9801 1.2436 2.6765
H 0.9520 0.3248 4.8194
H 1.2286 4.1767 -6.6798
H -0.2460 -1.8588 -4.1550
H 2.4426 -3.6881 -0.9345
H -5.2339 6.4945 0.6511
H -0.3955 -3.3613 -0.1486
H -0.7445 -1.1135 3.9436
H 3.1595 1.1984 -4.4711
H -3.2169 1.0537 -1.8992
H -4.0189 5.7138 2.6312
H 1.2447 0.1039 3.1326
H 0.9614 -2.3946 -2.9560
H -6.1032 5.2422 -0.2502
H -5.4733 3.5737 1.5197
H 1.9869 -0.9131 -4.6706
H -0.1265 5.1792 -6.0796
H 4.5045 -1.5705 5.7326
```

Values from the calculation:
Multiplicity: 1
Total charge: 0
SMILES: CCOCCOc1c(CCCCCOC(C)=O)c(Cl)cc2ncc(CCCS)nc12.CC(C)O.CC(C)O
Orbital gap (Eh): 0.3090
Largest force on an atom (Eh/bohr): 0.019

Entry 2:
Below is a single C17H23NO3 molecule, with properties calculated with wB97M-V/def2-TZVPD.

Geometry as XYZ:
```
44
C17H23NO3 (wB97M-V/def2-TZVPD)
O -1.4177 -1.1346 0.8409
O 4.0000 1.4528 0.2018
O -0.9532 -3.1640 -0.0014
N 2.6887 -0.3288 0.5894
C 0.6695 1.9883 0.6931
C -0.5496 2.2477 -1.3683
C 2.7946 -1.6041 -1.4902
C -0.6538 -2.0155 0.1898
C 2.9788 0.9918 0.6759
C 1.4672 -0.9721 0.9971
C 0.6490 2.1507 -0.6883
C 1.4728 -2.2819 -1.1394
C 3.5329 -1.1886 -0.2181
C -1.7622 2.1935 -0.6893
C 1.9835 1.8762 1.4185
C -3.7475 -1.4357 0.2080
C -0.5396 1.9412 1.3721
C -1.7385 2.0455 0.6894
C -2.6965 -1.5791 1.2983
C -3.0536 2.2954 -1.4436
C 0.6431 -1.3625 -0.2454
H 1.5837 2.2032 -1.2284
H -0.5480 2.3686 -2.4425
H -3.5051 -2.0874 -0.6278
H -3.7808 -0.4077 -0.1431
H 2.6012 -0.7142 -2.0926
H 4.4393 -0.6310 -0.4579
H 0.8752 -0.3260 1.6401
H -2.9281 -0.9432 2.1551
H 3.4226 -2.2794 -2.0716
H -3.1690 1.4448 -2.1157
H -2.6679 2.0113 1.2400
H 3.7977 -2.0736 0.3703
H -3.9027 2.3201 -0.7646
H -4.7218 -1.7133 0.5997
H -0.5478 1.8258 2.4473
H 0.9138 -2.5215 -2.0449
H -2.6168 -2.6235 1.6170
H 1.6587 -3.2186 -0.6100
H 1.8371 1.5096 2.4364
H 0.3848 -0.4411 -0.7783
H 1.7264 -1.8829 1.5520
H -3.0689 3.1995 -2.0506
H 2.4484 2.8644 1.4798
```

Values from the calculation:
Multiplicity: 1
ΔE to the lowest compared entry with this formula, charge and spin (kcal per mole): 10.8
Total charge: 0
SMILES: CCOC(=O)[C@@H]1CCCN(C(=O)Cc2ccc(C)cc2)C1
Orbital gap (Eh): 0.3559
Largest force on an atom (Eh/bohr): 0.010

Entry 3:
Below is 2 unconnected molecules or ions with the total composition C6H15N2S in a non-equilibrium geometry, with properties calculated with wB97M-V/def2-TZVPD.

Geometry as XYZ:
```
24
C6H15N2S (wB97M-V/def2-TZVPD)
S -1.0475 1.7566 2.0548
N 0.3128 -0.5066 -0.8461
N -1.9697 2.3538 3.2497
C 1.0099 -2.8654 -0.8943
C 2.1089 -0.9954 -2.2543
C -2.0044 1.8158 4.4012
C -2.9998 3.2353 2.8583
C 2.2139 -1.8633 -3.5109
C 1.1247 -1.4783 -1.2844
H 1.2517 -1.9646 -3.8862
H -3.0481 4.1384 3.5014
H 0.4050 -3.0453 -0.0197
H 0.7432 -3.3235 -1.9045
H -3.9060 2.7429 2.8656
H 1.9898 -3.3262 -0.6950
H -1.2735 1.1104 4.5878
H -0.4900 -0.6701 -0.2193
H -2.8197 1.8426 5.1575
H 3.1592 -0.9810 -1.7270
H 2.8524 -1.2891 -4.2116
H 1.7434 -0.0143 -2.6243
H 0.2544 0.4021 -1.2852
H -2.8193 3.6968 1.8154
H 2.9467 -2.6981 -3.3740
```

Values from the calculation:
Multiplicity: 1
ΔE to the lowest compared entry with this formula, charge and spin (kcal per mole): 63.5
Total charge: +1
Orbital gap (Eh): 0.2331
Largest force on an atom (Eh/bohr): 0.096

Entry 4:
Below is 2 unconnected molecules or ions with the total composition CH3N2O in a non-equilibrium geometry, with properties calculated with wB97M-V/def2-TZVPD.

Geometry as XYZ:
```
7
CH3N2O (wB97M-V/def2-TZVPD)
O 0.2307 1.0665 -0.2065
N -3.7465 -0.0229 -0.0063
N -2.6834 0.1894 0.1509
C 0.0043 -0.1423 -0.3166
H 0.3110 1.4886 0.6825
H -0.0802 -0.8349 0.5273
H -0.0831 -0.5297 -1.3371
```

Values from the calculation:
Multiplicity: 1
ΔE to the lowest compared entry with this formula, charge and spin (kcal per mole): 0.0
Total charge: +1
Orbital gap (Eh): 0.4459
Largest force on an atom (Eh/bohr): 0.020

Entry 5:
Below is a single C11H13N3 molecule in a non-equilibrium geometry, with properties calculated with wB97M-V/def2-TZVPD.

Geometry as XYZ:
```
27
C11H13N3 (wB97M-V/def2-TZVPD)
N -1.1597 -0.4259 -0.4973
N -0.9746 -2.6180 -0.9265
N 0.9339 -1.2416 -0.0778
C -1.3365 1.2881 1.3500
C -0.3792 -1.5068 -0.5217
C 1.9704 0.9553 0.4178
C 0.9196 2.2777 -1.2347
C -2.4025 -0.8479 -1.0199
C 2.0868 1.9218 -0.4758
C 0.7903 0.0778 0.6327
C 1.5149 -2.2832 0.7860
C -2.2164 -2.1734 -1.2888
C -0.2650 1.7988 -0.8816
C -0.5183 0.7108 0.1616
H 2.9857 0.7196 0.8517
H 0.9529 2.9099 -2.1492
H 2.9456 2.3912 -0.6683
H 2.3945 -2.6104 0.2629
H 1.9359 -1.8723 1.6608
H -1.7369 0.5525 2.0823
H 0.8945 -3.1023 1.0500
H -3.0628 -0.0855 -1.1694
H 0.6872 0.0103 1.6959
H -3.0133 -2.6798 -1.7119
H -1.1458 2.0209 -1.5260
H -0.7727 1.8373 2.0494
H -2.0286 1.9752 1.1479
```

Values from the calculation:
Multiplicity: 1
ΔE to the lowest compared entry with this formula, charge and spin (kcal per mole): 50.8
Total charge: 0
SMILES: CN1c2nccn2[C@]2(C)C=CC=C[C@H]12
Orbital gap (Eh): 0.3103
Largest force on an atom (Eh/bohr): 0.084

Entry 6:
Below is 2 unconnected molecules or ions with the total composition C3H11NO3 in a non-equilibrium geometry, with properties calculated with wB97M-V/def2-TZVPD.

Geometry as XYZ:
```
18
C3H11NO3 (wB97M-V/def2-TZVPD)
O 2.4769 -0.5949 -0.4789
O 0.5171 1.0096 1.6242
O -0.6321 1.4951 -1.8933
N -1.1904 -0.3277 -0.5492
C -0.6609 -0.8478 0.6577
C -0.5818 0.1235 1.8305
C -0.4893 0.1042 -1.7345
H 2.5179 0.2050 -1.0197
H -0.5620 1.8941 -1.0123
H 1.1576 0.6725 0.9892
H -1.2133 -1.7473 0.9695
H -0.4382 -0.4381 2.7552
H 0.3255 -1.2618 0.4362
H -1.3781 0.8334 2.0626
H -1.0976 -0.3908 -2.5058
H -2.2000 -0.1776 -0.6319
H 0.5345 -0.2373 -1.8366
H 2.9143 -0.3141 0.3373
```

Values from the calculation:
Multiplicity: 2
ΔE to the lowest compared entry with this formula, charge and spin (kcal per mole): 18.5
Total charge: +1
<S²>: 0.755
Orbital gap (spin up / spin down) (Eh): 0.4388 / 0.2547
Largest force on an atom (Eh/bohr): 0.040